C4H11O3Rh | ωB97M-V/def2-TZVPD

Results
**Kohn-Sham gap (spin up / spin down)**: 7.59 / 6.86 eV
**Energy relative to the best compared isomer or geometry (same formula, charge and spin)**: 191.1 kJ/mol
**E_HOMO (spin up / spin down)**: -7.18 / -9.02 eV
**Expectation value of S²**: 6.01
**Multiplicity**: 5

```
19
Properties=species:S:1:pos:R:3:mulliken_spin:R:1
C 1.034 1.875 1.445 0.074
H 1.584 2.006 2.395 0.006
H 0.914 2.949 1.211 0.004
H 0.068 1.452 1.783 0.002
O 2.100 0.758 0.746 0.122
Rh 2.869 -0.875 1.200 3.751
H 1.402 0.821 -0.370 0.002
O 0.529 1.495 -0.781 0.034
C -0.691 -2.628 -0.953 -0.003
O -0.461 -1.282 -1.277 -0.010
C -1.030 -0.385 -0.356 0.009
C -0.795 1.042 -0.806 -0.011
H -0.099 -3.243 -1.642 -0.005
H -0.367 -2.877 0.073 0.014
H -1.768 -2.862 -1.022 0.000
H -0.572 -0.546 0.639 0.007
H -2.121 -0.550 -0.265 0.001
H -1.435 1.693 -0.181 0.001
H -1.161 1.155 -1.838 0.002
```